No. 1
ORCA calculation (ωB97M-V with the def2-TZVPD basis set) on a cluster of 3 separate species, C8H22IN2O2 in total at a distorted geometry.

Geometry as XYZ:
```
35
Properties=species:S:1:pos:R:3:forces:R:3
I 3.473924 1.354337 2.114367 0.316 0.214 0.111
C 2.828834 -1.379603 -1.393773 -0.674 0.013 -0.700
C 1.334304 -1.139333 -1.190733 -1.812 -0.254 0.917
C 0.251914 -2.315543 -1.365453 0.761 1.020 1.103
O -0.920346 -2.009253 -0.604643 -1.068 -0.897 -1.145
C -1.938796 -2.998873 -0.916363 0.438 0.346 0.311
N 1.185964 -0.664103 0.190907 0.421 -0.816 -0.433
H 3.259664 -2.085973 -0.684183 -0.237 -0.367 -0.093
H 3.274404 -0.424953 -1.114103 0.312 0.037 -0.413
H 3.044654 -1.661373 -2.424373 0.435 -0.055 -0.095
H 0.957874 -0.336533 -1.824693 0.276 0.101 -0.240
H 0.672354 -3.213633 -0.912943 0.259 -0.529 -0.284
H -0.063836 -2.479773 -2.395703 0.412 -0.090 -0.257
H -1.651736 -3.978103 -0.533203 0.139 -0.277 0.056
H -2.165736 -3.122263 -1.975313 0.517 0.153 -0.483
H -2.930096 -2.779263 -0.519903 0.291 0.629 0.594
H 1.824324 -1.269733 0.686697 -0.052 -0.111 0.821
H 1.650664 0.228157 0.280417 0.052 0.267 -0.025
C -0.374546 2.935667 2.559387 -1.042 0.740 -1.682
C -0.817616 1.711467 1.734777 1.033 1.499 -1.920
C -0.414046 1.863307 0.193837 -1.563 -0.505 0.525
O -0.952106 0.701597 -0.467223 -0.717 1.641 -1.542
C -1.902666 1.100627 -1.506693 0.325 -0.105 1.511
N -0.204186 0.568517 2.284937 -0.648 -0.911 0.731
H 0.709854 3.020707 2.489217 -0.005 0.047 0.407
H -0.784296 3.005277 3.567037 0.287 -0.507 0.182
H -0.833246 3.771527 2.031157 0.194 0.716 0.031
H -1.900476 1.586907 1.733637 -0.176 0.104 -0.102
H 0.611734 2.035847 -0.131873 0.587 -0.557 0.884
H -0.858686 2.780117 -0.193283 -0.696 0.177 0.027
H -2.313396 0.240137 -2.034843 0.425 -0.190 0.146
H -1.503446 1.842797 -2.198003 0.364 -0.126 -0.252
H -2.731696 1.606727 -1.012043 -0.360 0.091 0.039
H -0.587586 0.664657 3.214377 0.588 -0.846 0.844
H 0.768084 0.839927 2.318597 0.618 -0.650 0.427
```
Forces are in eV/Å.

Values from the calculation:
Total charge: -2
Frontier orbital gap (alpha / beta) in eV: 1.78 / 6.94
Multiplicity: 2
E_HOMO (alpha / beta) in eV: 3.248 / -1.977

No. 2
ORCA calculation (ωB97M-V with the def2-TZVPD basis set) on a structure of composition C31H36N3Pd at a distorted geometry.

Geometry as XYZ:
```
71
Properties=species:S:1:pos:R:3:forces:R:3
C -0.629291 2.088125 1.311199 0.587 -0.001 0.292
C -0.895698 2.415094 -0.030301 -0.014 -0.134 -0.381
C 0.316990 2.697405 -0.703655 0.428 -0.164 0.700
C 1.392356 2.610801 0.271315 -0.992 0.416 0.680
C 0.797842 2.118559 1.516330 -0.215 1.297 -0.749
Pd 1.541567 0.573675 0.209545 -1.104 0.001 -0.654
C 3.449392 -2.176929 -1.486540 -4.252 1.600 -2.165
C 2.632565 -2.012938 -0.324517 -0.586 3.780 2.667
H 1.550837 -2.297001 -0.371830 1.284 -1.121 0.730
C 2.849491 -0.895360 0.677879 1.923 -4.664 -1.787
H 3.861981 -0.493598 0.545097 -0.138 0.146 0.336
H 2.599928 -1.136732 1.718607 -0.455 0.245 -0.215
C 2.588925 -3.065879 -2.488099 0.329 -0.629 -0.571
H 1.540234 -3.151337 -2.104446 1.050 -0.533 0.079
H 2.396603 -2.451962 -3.390292 0.577 -0.772 0.176
H 2.986029 -4.084535 -2.812251 -0.461 1.385 0.615
C 3.548474 -0.740357 -2.201600 0.395 0.881 -0.155
H 2.742083 -0.071305 -1.765329 1.271 -0.516 -0.032
H 4.528158 -0.154465 -2.264510 -1.240 -1.073 0.212
H 3.099157 -0.849966 -3.210926 1.139 -0.021 0.360
C -2.255224 2.488797 -0.610659 -0.346 0.057 -0.343
H -2.793477 1.540745 -0.474973 0.055 0.268 0.109
H -2.848773 3.293726 -0.148743 0.172 -0.228 -0.021
H -2.214957 2.675170 -1.686871 -0.028 0.030 0.193
C 0.473808 3.076789 -2.122058 0.049 0.120 -0.527
H -0.103858 2.409743 -2.779262 0.138 0.220 0.185
H 0.116027 4.104962 -2.291276 0.103 -0.231 0.016
H 1.527476 3.025191 -2.426614 -0.307 0.059 0.022
C 2.759084 3.180360 0.181584 0.248 0.086 -0.318
H 2.962180 3.524970 -0.836096 0.095 0.014 0.207
H 2.883541 4.018187 0.879206 0.021 -0.126 -0.135
H 3.498038 2.409543 0.436702 0.067 0.237 0.022
C 1.501954 2.116029 2.819664 0.070 -0.237 0.401
H 2.525862 1.748334 2.692610 -0.108 0.145 0.174
H 1.543240 3.128251 3.246611 0.028 -0.172 -0.065
H 0.989102 1.465511 3.537835 0.193 0.131 -0.067
C -1.656741 1.871976 2.352953 -0.301 -0.241 0.366
H -1.203754 1.686627 3.333872 -0.124 0.034 -0.222
H -2.313500 2.751447 2.451375 0.207 -0.197 -0.105
H -2.305688 1.016289 2.111682 0.143 0.201 0.018
C -2.227781 0.000913 -2.470143 5.668 -1.075 -3.209
C -0.829041 -0.186645 -3.139955 -0.076 -0.336 1.538
C -3.108185 0.413696 -3.381004 -1.280 0.605 -0.720
C -0.466841 0.174206 -4.424827 -0.972 0.347 -0.210
H 0.160812 -0.602657 -2.869056 -1.263 -0.319 2.097
C -2.673413 0.833254 -4.680432 -0.028 0.477 -1.363
H -4.182288 0.463417 -3.173576 0.341 0.158 -0.084
C -1.413818 0.771412 -5.269051 0.278 -0.017 -0.006
H 0.549268 -0.054507 -4.770115 -0.418 0.165 0.206
H -3.433926 1.230113 -5.311800 -0.754 0.250 -0.237
H -1.055766 1.105966 -6.320437 -1.397 -0.490 1.919
N -4.511336 -6.839240 8.062894 0.588 0.864 -1.099
C -4.055078 -6.178578 7.224264 -0.482 -0.657 0.878
C -3.477986 -5.358038 6.184258 0.096 0.154 -0.155
C -2.910454 -5.965565 5.054604 0.058 0.237 -0.266
C -2.327792 -5.183736 4.054405 -0.231 0.125 0.517
C -2.300217 -3.787176 4.203385 -0.229 -0.642 0.579
C -2.887434 -3.169727 5.316028 -0.135 -0.467 0.079
C -3.476748 -3.960162 6.306847 0.129 0.036 -0.282
N -1.607892 -3.013907 3.259008 0.731 1.023 -1.065
C -1.269681 -1.666475 3.393742 1.131 -0.549 -1.869
C -0.478080 -1.356876 2.283293 -1.402 -1.429 1.385
N -0.363116 -2.472124 1.479323 -0.222 -0.577 0.167
C -1.034215 -3.452400 2.067813 0.078 1.677 0.771
H -2.920212 -7.052944 4.958963 -0.010 0.370 0.055
H -1.877503 -5.655822 3.179424 -0.183 0.079 0.453
H -2.886761 -2.082211 5.412547 -0.038 -0.467 0.031
H -3.933275 -3.491260 7.179957 0.153 -0.170 -0.277
H -1.553035 -1.055272 4.214457 -0.168 0.120 0.430
H 0.003494 -0.418971 2.064916 -0.028 -0.039 -0.104
H -1.165489 -4.469614 1.732628 0.164 0.251 -0.205
```
Forces are in eV/Å.

Values from the calculation:
Total charge: +1
Frontier orbital gap (alpha / beta) in eV: 8.47 / 5.81
Multiplicity: 5
E_HOMO (alpha / beta) in eV: -10.845 / -11.169

No. 3
ORCA calculation (ωB97M-V with the def2-TZVPD basis set) on a structure of composition C3H8N5 at a distorted geometry.

Geometry as XYZ:
```
16
Properties=species:S:1:pos:R:3:forces:R:3
C 0.421346 1.195641 -1.268762 0.040 -2.967 2.234
C 0.476141 -0.460817 0.872632 -0.951 -1.004 1.796
C 1.739200 0.251921 0.495926 -3.158 -1.209 -1.505
N 1.425396 1.219804 -0.497674 0.226 1.667 -1.724
N -0.447778 0.061339 -1.233619 -4.006 0.484 -1.682
N -0.505798 -0.573666 -0.009997 1.012 0.340 2.090
N 0.204527 -0.906729 2.147275 -0.935 -0.524 -1.621
N -2.244464 0.376791 -1.537526 3.909 0.267 2.372
H 0.110960 1.795277 -2.073353 0.411 1.459 -0.727
H 2.108917 0.704743 1.315652 1.038 1.915 3.000
H 2.489676 -0.464851 0.312682 1.015 -0.938 -1.309
H -1.400453 -0.820863 0.425981 -0.001 0.171 -1.054
H 0.869732 -1.143521 2.840025 1.527 0.488 0.229
H -0.549118 -1.586808 2.305808 -0.062 0.744 -0.583
H -2.270583 0.937559 -2.375112 0.255 -0.127 -0.618
H -2.427701 -0.585821 -1.719938 -0.321 -0.767 -0.897
```
Forces are in eV/Å.

Values from the calculation:
Total charge: +1
Frontier orbital gap (alpha / beta) in eV: 9.38 / 9.38
E_HOMO (alpha / beta) in eV: -13.544 / -13.544

No. 4
ORCA calculation (ωB97M-V with the def2-TZVPD basis set) on an isolated molecule of C7H13NO at a distorted geometry.

Geometry as XYZ:
```
22
Properties=species:S:1:pos:R:3:forces:R:3
C 3.226439 0.050845 -0.002679 0.144 0.120 0.796
C 0.959356 -0.355318 0.436525 0.026 -1.555 -0.128
C -0.226097 -1.310808 -0.033657 -0.567 -0.462 0.175
C -1.446102 -0.337478 -0.362348 -0.746 -0.792 -0.071
C -2.815129 -0.748836 0.158039 -0.864 -1.263 0.908
C -0.427648 2.119762 0.045780 -1.096 0.565 -1.476
C 0.388587 0.891610 -0.258023 0.505 -0.174 0.034
H 2.777948 1.080211 -0.222540 0.942 -1.289 -0.098
H 4.080091 -0.258856 -0.679082 -1.189 0.512 0.649
H 3.628265 0.104963 1.068389 -0.454 -0.108 -1.275
H 0.980057 -0.318935 1.555062 0.168 0.379 -0.898
H -0.543886 -2.036914 0.748938 0.396 0.438 -0.489
H 0.088369 -1.870655 -0.939529 -0.092 0.266 0.594
H -1.536233 -0.217551 -1.449617 0.196 0.206 -0.114
H -3.680850 -0.207902 -0.289810 0.854 0.124 0.379
H -2.822546 -0.627961 1.290152 -0.159 -0.212 -1.392
H -3.067390 -1.828106 -0.093225 0.586 1.073 0.401
H -0.258081 2.654090 0.964828 -0.050 0.448 0.003
H -0.916019 2.704479 -0.839735 1.346 -0.871 1.461
H 0.358422 0.644201 -1.331831 0.245 0.405 0.084
N -0.919755 0.805466 0.323147 -0.234 0.383 0.188
O 2.172203 -0.936309 -0.088775 0.041 1.808 0.268
```
Forces are in eV/Å.

Values from the calculation:
SMILES string: CO[C@@H]1C[C@@H](C)N2C[C@@H]12
Frontier orbital gap in eV: 10.05
E_HOMO in eV: -8.975